Here is the ion CH2NO4S with charge -1 from the OMol25 dataset. Energies are from the ωB97M-V functional and the def2-TZVPD basis.

The geometry in XYZ format:
```
9
Properties=species:S:1:pos:R:3:forces:R:3
S -1.6701 0.1730 -1.1994 0.8 -1.3 0.1
O -0.7252 1.9857 -1.7209 1.1 0.9 0.7
O -1.2731 -1.3669 -0.4389 -0.6 -0.6 0.1
O -2.7925 0.7432 -0.4766 -0.7 0.3 0.4
O 0.9061 2.9978 -0.7374 -0.9 -1.0 -0.4
N 0.1781 1.9951 -0.7981 0.6 1.9 -0.4
C -0.3963 -0.3057 -0.0817 -0.4 -0.7 -0.4
H 0.6238 -0.4537 -0.4234 0.0 0.2 -0.1
H -0.4761 0.0044 0.9559 -0.1 0.3 -0.1
```
Forces are in eV/Å.

* frontier orbital gap: 8.44 eV
* charge: -1
* maximum force: 2.1 eV/Å
* relative energy (zero: lowest compared OMol25 entry of this formula, charge and spin): 479.6 kJ/mol
* total energy: -21581.7208 eV
* LUMO: 3.94 eV

=====

Here is an isolated molecule of C4H6N2OS from the OMol25 dataset. Energies are from the ωB97M-V functional and the def2-TZVPD basis.

The geometry in XYZ format:
```
14
Properties=species:S:1:pos:R:3:forces:R:3
S 1.7614 -1.3590 -1.0138 0.0 -0.2 -0.1
O 0.1241 -2.0740 -2.9328 -0.1 0.0 0.1
N 0.6934 1.4340 2.4571 -0.3 -0.2 -0.6
N 0.0108 0.3696 0.5395 -0.1 0.2 0.1
C -0.9386 -0.6295 -1.4272 -0.6 -0.7 -1.1
C 0.2045 -1.4141 -1.9234 0.4 0.0 -0.1
C -0.2374 1.1497 1.5248 -0.4 -0.2 0.1
C -1.0200 0.1361 -0.3494 -0.6 0.7 0.6
H -1.2427 1.5960 1.6986 0.6 -0.1 -0.1
H 2.3642 -2.2060 -1.8851 -0.3 0.2 0.2
H -1.8268 -0.7431 -2.0812 0.7 0.1 0.6
H 0.4877 2.0491 3.2031 -0.1 0.4 0.5
H 1.6167 1.0604 2.3520 0.2 -0.1 0.0
H -1.9973 0.6310 -0.1622 0.5 -0.2 0.0
```
Forces are in eV/Å.

* frontier orbital gap: 9.34 eV
* charge: 0
* maximum force: 1.5 eV/Å
* relative energy (zero: lowest compared OMol25 entry of this formula, charge and spin): 158.0 kJ/mol
* total energy: -20107.7036 eV
* SMILES: N/C=N/C=C\C(=O)S
* LUMO: 0.48 eV

=====

Here is an isolated molecule of C2H2N2OS from the OMol25 dataset. Energies are from the ωB97M-V functional and the def2-TZVPD basis.

The geometry in XYZ format:
```
8
Properties=species:S:1:pos:R:3:forces:R:3
S -3.2290 0.5486 -0.2309 0.5 0.1 0.0
O 0.4571 -0.9413 0.5182 -2.2 -1.9 0.8
N -0.8926 -0.6555 0.6499 -0.2 1.2 -0.4
N 1.3828 0.9591 -0.5016 0.6 -1.4 -0.3
C 1.4088 -0.2369 -0.1099 0.8 1.2 -0.2
C -1.8108 -0.0023 0.1669 1.2 -1.1 0.3
H 2.2398 -0.9910 -0.0638 -0.3 1.3 -0.4
H 0.4439 1.3194 -0.4288 -0.4 0.5 0.2
```
Forces are in eV/Å.

* frontier orbital gap: 9.13 eV
* charge: 0
* maximum force: 3.0 eV/Å
* relative energy (zero: lowest compared OMol25 entry of this formula, charge and spin): 323.8 kJ/mol
* total energy: -17965.6205 eV
* SMILES: [H]/N=C\ON=C=S
* LUMO: -0.49 eV

=====

Here is the ion C6H6NO2S with charge -1 from the OMol25 dataset. Energies are from the ωB97M-V functional and the def2-TZVPD basis.

The geometry in XYZ format:
```
16
Properties=species:S:1:pos:R:3:forces:R:3
S -2.3884 0.3919 0.1206 -0.3 -0.7 0.5
O -3.0988 -0.3698 2.6865 -0.8 -0.1 -0.5
O 1.3799 0.2004 2.2657 -0.7 -0.3 0.1
N -0.9031 -0.0874 2.3889 3.2 -0.6 1.1
C 0.2965 -0.0245 1.7291 -1.2 0.6 -0.6
C -0.9677 -0.5957 -0.4679 -1.0 -1.1 -1.5
C 0.2460 -0.1079 0.2014 3.0 2.0 -1.4
C 1.3068 0.4757 -0.4739 -2.3 -2.4 1.4
C -2.1246 -0.1588 2.0067 -0.6 0.9 -0.9
C 1.5391 0.4832 -1.9305 -0.2 -3.8 1.3
H -1.0457 -0.5691 -1.6419 0.7 0.2 2.3
H -1.0725 -1.6802 -0.1883 -0.4 0.9 -0.2
H 2.1690 0.7129 0.0730 0.7 0.7 1.2
H 2.5921 0.2811 -2.0926 0.0 0.1 -0.5
H 1.1900 1.3332 -2.3133 -0.8 3.8 -1.9
H 0.8816 -0.2849 -2.3633 0.6 -0.1 -0.3
```
Forces are in eV/Å.

* frontier orbital gap: 7.82 eV
* charge: -1
* maximum force: 4.4 eV/Å
* relative energy (zero: lowest compared OMol25 entry of this formula, charge and spin): 0.0 kJ/mol
* total energy: -22740.3300 eV
* SMILES: C/C=C1\CSC([O-])=NC1=O
* LUMO: 3.32 eV

=====

Q: What is the formula in the fourth record?
A: C6H6NO2S